(1)
Computed, not measured: C43H117HgN10O11 as an isolated structure in a non-equilibrium geometry, with ωB97M-V with the def2-TZVPD basis set.

As for the largest force on an atom: 2.33 eV/A. The calculation puts the energy above the lowest of the compared OMol25 structures with the same formula, charge and spin at 51.3 kcal/mol.

Structure (ORCA input):
```
! wB97M-V def2-TZVPD RIJCOSX def2/J DEFGRID3
* xyz 1 1
Hg 2.95 -2.45 -0.16
C 0.83 1.38 -0.78
C 0.72 0.16 0.13
C -0.69 -0.08 0.69
O 1.31 -0.97 -0.45
H 0.63 2.25 -0.15
H 0.10 1.41 -1.60
H 1.84 1.49 -1.18
H 1.37 0.41 0.99
H -0.79 -1.11 1.03
H -1.48 0.10 -0.06
H -1.02 0.66 1.42
C 0.00 -1.38 -4.47
C -1.02 -2.07 -3.59
C -1.88 -3.08 -4.35
O -2.60 -2.42 -5.37
C -3.75 -3.14 -5.78
N -0.30 -2.73 -2.50
H -0.49 -1.07 -5.40
H 0.78 -2.05 -4.86
H 0.47 -0.53 -3.99
H -1.63 -1.26 -3.19
H -2.65 -3.49 -3.68
H -1.09 -3.81 -4.60
H -3.48 -4.06 -6.30
H -4.32 -2.50 -6.45
H -4.38 -3.38 -4.92
H -0.94 -3.33 -1.99
H 0.00 -1.99 -1.85
C -1.75 4.50 3.01
C -0.97 5.41 2.10
C 0.56 5.08 2.03
O 1.40 6.21 2.02
C 1.32 6.94 0.81
N -1.57 5.48 0.76
H -1.61 3.43 2.83
H -2.83 4.67 2.95
H -1.48 4.63 4.06
H -0.97 6.41 2.55
H 0.83 4.28 1.32
H 0.84 4.66 3.00
H 1.92 7.85 0.84
H 0.29 7.30 0.68
H 1.59 6.39 -0.10
H -2.03 4.64 0.42
H -2.32 6.15 0.91
C 3.20 -4.15 -4.47
C 3.53 -3.49 -3.14
C 3.89 -2.03 -3.33
O 4.15 -1.48 -2.06
C 5.05 -0.38 -2.03
N 2.42 -3.58 -2.17
H 2.74 -5.14 -4.31
H 4.13 -4.41 -4.98
H 2.51 -3.57 -5.08
H 4.35 -4.07 -2.72
H 3.19 -1.44 -3.93
H 4.82 -2.00 -3.92
H 5.05 0.20 -1.11
H 4.75 0.28 -2.85
H 6.08 -0.67 -2.25
H 1.64 -2.98 -2.50
H 2.08 -4.53 -2.17
C -4.11 -0.57 -2.08
C -4.63 -0.13 -3.44
C -5.54 1.09 -3.24
O -6.68 0.85 -2.43
C -7.61 -0.08 -2.89
N -3.57 0.26 -4.36
H -3.70 0.23 -1.47
H -3.51 -1.48 -2.07
H -4.98 -0.85 -1.47
H -5.26 -0.91 -3.89
H -5.95 1.32 -4.24
H -5.03 1.95 -2.82
H -8.55 0.08 -2.35
H -7.33 -1.12 -2.68
H -7.86 0.00 -3.95
H -2.96 -0.52 -4.60
H -3.95 0.36 -5.30
C 1.63 1.93 -4.24
C 2.79 2.69 -4.81
C 3.51 3.46 -3.64
O 2.71 4.46 -3.10
C 3.35 5.38 -2.24
N 3.69 1.82 -5.53
H 0.96 2.67 -3.78
H 1.91 1.29 -3.40
H 0.93 1.37 -4.86
H 2.42 3.47 -5.48
H 4.52 3.71 -3.98
H 3.57 2.64 -2.90
H 3.16 5.08 -1.20
H 2.89 6.35 -2.45
H 4.42 5.42 -2.45
H 4.37 2.28 -6.12
H 4.05 1.07 -4.97
C -1.21 -8.18 0.14
C -1.96 -7.30 -0.89
C -1.21 -6.08 -1.32
O -1.13 -5.02 -0.37
C -2.37 -4.37 -0.10
N -2.28 -8.13 -2.07
H -1.16 -7.63 1.09
H -0.16 -8.31 -0.14
H -1.61 -9.18 0.31
H -2.93 -7.04 -0.45
H -1.45 -5.71 -2.32
H -0.17 -6.38 -1.50
H -2.93 -4.16 -1.02
H -2.12 -3.46 0.45
H -3.04 -4.97 0.52
H -2.86 -8.91 -1.76
H -1.42 -8.62 -2.31
C 0.32 -5.06 2.63
C 1.00 -3.85 1.98
C 2.19 -3.37 2.74
O 2.68 -2.15 2.14
C 3.21 -1.21 3.07
N 1.36 -4.13 0.58
H 1.00 -5.90 2.84
H -0.44 -5.44 1.96
H -0.05 -4.83 3.63
H 0.28 -3.04 1.83
H 3.01 -4.10 2.64
H 1.99 -3.25 3.81
H 4.20 -1.59 3.36
H 2.59 -0.95 3.94
H 3.42 -0.33 2.47
H 1.88 -4.98 0.38
H 0.48 -4.25 0.04
C 5.56 0.57 4.69
C 6.00 1.57 3.64
C 5.11 2.73 3.31
O 3.85 2.44 2.71
C 3.91 2.35 1.30
N 7.30 2.10 4.08
H 6.21 -0.29 4.81
H 4.49 0.38 4.77
H 5.67 1.02 5.70
H 6.23 1.03 2.72
H 5.75 3.40 2.71
H 4.93 3.36 4.19
H 3.18 2.96 0.78
H 3.69 1.30 1.04
H 4.93 2.47 0.92
H 7.79 2.64 3.39
H 7.31 2.54 4.99
C -1.84 2.58 7.72
C -0.34 2.36 7.98
C 0.44 2.52 6.69
O -0.01 1.59 5.73
C 0.71 1.63 4.52
N 0.13 3.31 8.98
H -2.31 1.85 7.05
H -1.98 3.54 7.22
H -2.39 2.47 8.65
H -0.36 1.32 8.33
H 1.50 2.32 6.92
H 0.19 3.50 6.27
H 0.61 2.54 3.93
H 0.22 0.86 3.91
H 1.75 1.33 4.68
H -0.25 4.23 8.79
H -0.36 3.06 9.84
C -5.39 4.05 0.52
C -4.51 2.87 0.94
C -5.23 1.55 0.86
O -4.33 0.51 1.20
C -4.81 -0.77 1.52
N -3.36 2.88 -0.02
H -4.77 4.93 0.64
H -6.32 3.99 1.09
H -5.66 3.94 -0.53
H -4.04 2.98 1.92
H -5.55 1.37 -0.18
H -6.13 1.48 1.49
H -5.63 -1.17 0.92
H -5.22 -0.82 2.53
H -3.97 -1.46 1.43
H -2.98 1.93 0.01
H -3.74 2.88 -0.96
*
```

Results of the Löwdin charge analysis, in e, for atoms 1 through 99: 1.251, -0.052, -0.579, -0.043, -0.381, 0.070, 0.077, 0.054, 0.101, 0.054, 0.058, 0.073, -0.038, -0.431, -0.201, -0.208, -0.084, 0.062, 0.091, 0.066, 0.056, 0.111, 0.113, 0.138, 0.093, 0.093, 0.086, 0.045, 0.064, -0.075, -0.414, -0.202, -0.176, -0.114, 0.042, 0.071, 0.069, 0.075, 0.142, 0.111, 0.108, 0.088, 0.075, 0.067, 0.026, 0.068, -0.040, -0.402, -0.187, -0.288, -0.064, 0.003, 0.082, 0.089, 0.073, 0.141, 0.135, 0.142, 0.087, 0.077, 0.101, 0.051, 0.083, -0.040, -0.429, -0.189, -0.201, -0.129, 0.056, 0.066, 0.064, 0.071, 0.126, 0.126, 0.119, 0.091, 0.084, 0.094, 0.031, 0.082, -0.079, -0.427, -0.225, -0.178, -0.082, 0.046, 0.091, 0.051, 0.071, 0.144, 0.120, 0.103, 0.072, 0.092, 0.086, 0.073, 0.044, -0.051, -0.426

---

(2)
Computed, not measured: C43H21F15GeN4NbO9PS2 as an isolated structure in a non-equilibrium geometry, with ωB97M-V with the def2-TZVPD basis set.

As for the largest force on an atom: 4.07 eV/A. The calculation puts the energy above the lowest of the compared OMol25 structures with the same formula, charge and spin at 0.0 kcal/mol.

Structure (ORCA input):
```
! wB97M-V def2-TZVPD RIJCOSX def2/J DEFGRID3
* xyz 2 1
Nb 10.22 14.54 12.15
O 11.52 17.54 17.03
C 10.61 16.56 17.35
O 10.15 16.45 18.47
C 10.32 15.59 16.24
C 9.28 14.67 16.07
N 9.46 13.97 14.95
N 10.54 14.42 14.23
C 11.09 15.40 15.07
C 12.49 15.81 14.78
O 13.29 16.23 15.64
O 12.94 15.75 13.50
H 12.39 17.26 16.58
H 8.43 14.51 16.74
H 8.97 13.14 14.59
O 8.60 15.80 12.88
S 7.82 15.81 11.54
O 6.44 15.43 11.66
O 8.69 14.93 10.63
C 7.65 17.43 10.93
C 6.38 17.94 10.78
C 6.24 19.31 10.42
C 7.38 20.08 10.33
C 8.66 19.57 10.48
C 8.79 18.18 10.78
P 10.35 17.39 11.07
C 11.02 17.61 9.39
C 10.27 17.89 8.21
C 10.93 18.05 6.98
C 12.30 17.79 6.87
C 13.00 17.34 8.02
C 12.39 17.34 9.28
C 11.06 18.66 12.12
C 12.21 19.32 11.71
C 12.88 20.11 12.67
C 12.35 20.34 13.95
C 11.09 19.85 14.21
C 10.43 19.01 13.30
H 5.52 17.28 10.91
H 5.27 19.81 10.25
H 7.26 21.11 10.07
H 9.59 20.14 10.32
H 9.23 18.19 8.36
H 10.32 18.23 6.09
H 12.90 17.88 5.96
H 14.03 17.07 7.95
H 12.89 16.98 10.17
H 12.63 19.18 10.73
H 13.81 20.61 12.38
H 12.97 20.83 14.70
H 10.59 20.09 15.16
H 9.42 18.74 13.46
F 11.74 7.94 10.80
C 11.21 8.66 9.80
C 10.10 9.48 10.02
C 9.43 10.01 8.94
F 8.18 10.50 9.00
C 9.94 9.86 7.62
F 9.23 10.32 6.59
C 11.18 9.24 7.42
F 11.71 9.12 6.20
C 11.80 8.61 8.53
F 12.86 7.78 8.29
Ge 9.47 9.98 11.88
S 8.58 11.95 12.29
C 11.00 9.78 13.02
C 11.93 10.78 13.16
F 11.96 11.83 12.27
C 12.81 10.86 14.25
F 13.63 11.89 14.36
C 12.79 9.85 15.23
F 13.62 9.91 16.24
C 11.96 8.72 15.03
F 11.91 7.73 15.95
C 11.21 8.65 13.87
F 10.65 7.46 13.53
C 8.00 8.78 12.40
C 7.41 7.81 11.54
F 7.90 7.62 10.29
C 6.27 7.07 11.91
F 5.61 6.30 11.02
C 5.79 7.20 13.24
F 4.65 6.63 13.56
C 6.44 8.04 14.15
F 5.98 8.18 15.39
C 7.55 8.84 13.72
F 8.16 9.59 14.65
N 9.94 13.13 8.57
C 11.11 13.36 9.25
N 12.23 13.52 8.59
O 11.02 13.61 10.50
H 9.88 12.56 7.73
H 9.16 13.06 9.22
H 12.24 13.37 7.59
H 13.10 13.78 9.06
O 12.88 15.21 11.38
C 12.26 15.22 12.40
*
```

Löwdin analysis output, partial charges in e: 1.842, 0.070, -0.398, 0.172, 0.012, 0.083, 0.048, -0.114, -0.050, -0.301, 0.158, 0.123, 0.098, 0.179, 0.101, -0.457, 0.612, -0.226, -0.484, -0.314, 0.003, 0.001, -0.036, -0.026, -0.372, 1.118, -0.326, -0.045, -0.045, -0.034, -0.052, -0.130, -0.386, -0.063, -0.032, -0.044, -0.054, -0.080, 0.128, 0.141, 0.123, 0.142, 0.107, 0.118, 0.119, 0.106, 0.081, 0.098, 0.123, 0.125, 0.125, 0.098, 0.114, -0.199, -0.124, -0.269, 0.082, -0.148, 0.123, -0.112, 0.147, -0.081, 0.108, 0.724, 0.298, -0.170, -0.216, 0.003, -0.144, 0.123, -0.117, 0.167, -0.103, 0.139, -0.186, 0.106, -0.157, -0.179, 0.088, -0.097, 0.128, -0.123, 0.168, -0.118, 0.138, -0.225, 0.068, 0.239, -0.517, 0.264, -0.230, 0.123, 0.098, 0.144, 0.155, 0.060, -0.475

---

Which HOMO belongs to each record? In order, -9.91, -13.28 eV.
Which energy belongs to each record? In order, -3236.62739, -7316.40325 a.u..
Which Kohn-Sham gap belongs to each record? In order, 6.4, 4.8 eV.